The following is a DFT calculation (wB97M-V/def2-TZVPD) of a molecular structure, C27H63Cl3GeN2OOsSi5Te at a distorted geometry.

Calculated values
* E_tot: -6514.14381 a.u.
* max |F|: 2.6 eV/Å
* HOMO (alpha / beta): -15.166 / -15.152 eV
* HOMO-LUMO gap (alpha / beta): 4.57 / 4.51 eV
* 2S+1: 2
* LUMO level (alpha / beta): -10.59 / -10.64 eV
* net charge: +3

Last column: Löwdin charge in e.
Geometry (Å):
Os 0.0743 -1.0780 0.7096  0.846
Cl 0.5727 2.3806 6.7965  0.778
C 0.3183 1.9030 5.1682  -0.648
C 0.4560 0.5667 4.8204  -0.097
C 0.2348 0.2428 3.4968  -0.469
Cl 0.3144 -1.4485 2.9347  0.790
C -0.0988 1.1446 2.5023  -0.466
O -0.3202 0.7714 1.2198  -0.456
C -0.2219 2.4751 2.9029  -0.563
Cl -0.6310 3.6096 1.6531  0.747
C -0.0286 2.8597 4.2141  -0.080
H 0.7113 -0.1761 5.5648  0.129
H -0.1316 3.8980 4.5006  0.129
N -2.2101 -1.4617 1.1399  -0.090
C -3.0238 -2.7136 0.9660  -0.193
C -2.6077 -3.4935 -0.2759  -0.180
C -1.6420 -4.6377 0.0272  -0.174
C -0.4187 -4.2103 0.8138  -0.213
N 0.3532 -3.1317 0.1028  -0.125
H -2.3627 -1.1187 2.0876  0.084
H -2.6441 -0.7573 0.5493  -0.038
H -4.0751 -2.4328 0.9171  0.125
H -2.9026 -3.3152 1.8669  0.126
H -2.1695 -2.7912 -0.9963  0.096
H -3.4896 -3.8996 -0.7704  0.127
H -1.3385 -5.1337 -0.8982  0.129
H -2.1590 -5.3956 0.6197  0.135
H 0.2431 -5.0584 0.9836  0.131
H -0.7093 -3.8272 1.7920  0.080
H 0.2095 -3.2432 -0.8974  0.064
H 1.3411 -3.3318 0.2283  0.023
C -7.2591 4.3348 -0.1852  -0.157
Si -6.1040 3.0027 -0.7606  0.435
C -6.6473 1.2940 -0.2474  -0.187
C -5.7063 3.0687 -2.5827  -0.168
C -4.4325 3.3759 0.1723  -0.535
Te -3.0436 1.8334 0.0414  1.570
C -2.0471 2.3664 -1.7424  -0.502
Si -1.3502 0.9260 -2.7986  0.462
C -2.8014 -0.0632 -3.4049  -0.165
C -0.3387 1.6896 -4.1508  -0.149
C -0.2296 -0.2274 -1.7326  -0.221
H -8.1923 4.2881 -0.7529  0.054
H -6.8407 5.3333 -0.3275  0.049
H -7.5092 4.2145 0.8709  0.049
H -7.5974 1.0465 -0.7284  0.053
H -6.8053 1.2220 0.8318  0.046
H -5.9359 0.5163 -0.5448  0.007
H -6.6252 2.9903 -3.1689  0.054
H -5.0659 2.2355 -2.8918  0.014
H -5.2235 4.0068 -2.8677  0.049
H -4.6342 3.5315 1.2348  0.028
H -3.9598 4.2698 -0.2420  0.036
H -1.2895 3.1062 -1.4693  0.023
H -2.8180 2.8779 -2.3270  0.017
H -3.3984 0.5214 -4.1087  0.050
H -3.4639 -0.3764 -2.5911  0.027
H -2.4798 -0.9681 -3.9273  0.051
H -0.9461 2.3742 -4.7475  0.058
H 0.0540 0.9302 -4.8313  0.050
H 0.5050 2.2530 -3.7475  0.038
H -0.6420 -0.2454 -0.7038  -0.080
H 0.7900 0.1769 -1.7411  -0.025
H -0.2395 -1.2278 -2.1745  0.042
C 3.4476 -0.9739 3.8196  -0.200
Si 3.9435 -1.6492 2.1600  0.489
C 3.4959 -3.4499 1.9340  -0.192
C 5.7103 -1.2730 1.7486  -0.181
Ge 2.4741 -0.6661 0.1739  0.656
Si 3.4699 1.5961 0.2925  0.422
C 2.2261 2.5742 -0.7146  -0.184
C 5.1455 1.5775 -0.5168  -0.176
C 3.5260 2.2009 2.0542  -0.179
Si 3.2482 -1.6192 -1.9485  0.359
C 5.0532 -2.0637 -1.7351  -0.200
C 3.0347 -0.3243 -3.2885  -0.196
C 2.3183 -3.1670 -2.4822  -0.203
H 4.3415 -0.9984 4.4529  0.065
H 2.6895 -1.5925 4.2982  0.017
H 3.1042 0.0601 3.7912  0.012
H 4.1580 -4.0216 2.5968  0.067
H 3.6688 -3.8232 0.9215  0.034
H 2.4730 -3.6690 2.2529  0.021
H 6.3162 -1.8266 2.4778  0.067
H 5.9495 -0.2164 1.8715  0.035
H 6.0106 -1.6005 0.7542  0.019
H 2.3762 2.4402 -1.7866  0.028
H 2.3834 3.6324 -0.4815  0.062
H 1.1916 2.3235 -0.4562  -0.002
H 5.0882 1.4333 -1.5972  0.038
H 5.8223 0.8298 -0.1058  0.018
H 5.6020 2.5581 -0.3416  0.063
H 2.6046 1.9798 2.6010  0.015
H 3.6579 3.2871 2.0563  0.061
H 4.3669 1.7746 2.6065  0.041
H 5.6661 -1.2220 -1.4084  0.020
H 5.4499 -2.3999 -2.6978  0.058
H 5.1861 -2.8893 -1.0306  0.032
H 3.3259 0.6801 -2.9759  0.012
H 2.0070 -0.2889 -3.6498  0.014
H 3.6667 -0.5927 -4.1399  0.058
H 2.3829 -3.9893 -1.7652  0.031
H 2.7820 -3.5336 -3.4030  0.059
H 1.2696 -2.9703 -2.7310  0.018